This record from the OMol25 dataset describes 2 unconnected molecules or ions with the total composition C4H11NOP. The level of theory is the ωB97M-V functional and the def2-TZVPD basis.

```
18
Properties=species:S:1:pos:R:3:forces:R:3:nbo_charge:R:1
C -2.2202 0.1080 0.2053 2.5455 -1.5887 0.9073 -0.43
C -1.0701 -0.9313 -0.0266 -0.3996 -1.3482 -1.1552 -0.19
C -1.1389 1.1595 0.3094 -0.6089 -1.3079 3.0909 -0.18
C 1.0892 0.0259 -0.4031 4.8230 -3.0435 4.5895 0.04
N -0.0237 0.0827 0.4001 -3.2782 -1.3159 0.5183 -0.44
O 1.5988 -1.8915 0.0020 -1.2410 4.2585 -1.7834 -0.76
P 2.5416 0.8600 0.4573 -0.3348 -1.2598 0.0610 0.36
H -2.8043 0.2073 -0.6405 -1.9969 0.0133 -1.0502 0.25
H -2.6100 -0.0263 1.2182 -0.8865 0.0125 -0.7410 0.24
H -0.9096 -1.9171 0.5171 -0.5969 1.4166 -0.6496 0.28
H -0.9079 -1.1040 -1.1373 -0.2527 0.0651 1.4224 0.22
H -0.7836 1.7234 -0.4467 0.0419 2.3820 -2.6145 0.22
H -1.4163 1.6530 1.2508 1.5400 0.5990 -0.3445 0.26
H 0.9473 0.1334 -1.3923 -0.6814 0.0143 -3.4099 0.20
H 0.1928 -0.1480 1.3369 0.7640 0.0088 1.4069 0.45
H 1.7350 -2.0608 -0.9524 0.1482 -0.4516 0.5558 0.47
H 2.2726 1.9200 -0.3634 0.4109 1.2304 -0.6510 -0.02
H 3.5074 0.2057 -0.3348 0.0036 0.3151 -0.1529 0.04
```
Positions in Å, forces in eV/Å.

Output
Total charge: +1
HOMO energy: -0.5339 Ha
Max |F|: 7.320 eV/A
Frontier orbital gap: 9.775 eV
Relative energy (zero: lowest compared OMol25 entry of this formula, charge and spin): 103.6 kcal per mole

This record from the OMol25 dataset describes 2 unconnected molecules or ions with the total composition C4H11NOS. The level of theory is the ωB97M-V functional and the def2-TZVPD basis.

```
18
Properties=species:S:1:pos:R:3:forces:R:3:nbo_charge:R:1
C -0.0334 -1.0517 2.6204 1.5372 -0.2302 -2.6154 -0.70
C 0.9131 -0.0888 1.7426 -0.6076 -2.0938 1.2130 0.69
N 1.6648 -0.6663 0.7341 -0.3537 -0.0224 0.2401 -0.85
O 1.1187 0.9973 2.2120 0.3823 0.9240 -0.3463 -0.61
H -0.3571 -1.9803 2.1135 0.4133 0.3796 0.1006 0.21
H -0.9165 -0.5147 2.8608 -0.4463 0.5944 0.7834 0.23
H 0.6670 -1.3030 3.4184 -0.5999 0.0576 0.3335 0.24
H 2.4332 -0.1260 0.3707 -0.1404 0.2721 0.0131 0.39
H 1.2277 -1.2760 0.0530 -0.0618 0.0237 0.4040 0.41
C 0.0376 1.4036 -1.0915 -2.1722 2.1695 1.0304 -0.78
S -0.4607 -0.1745 -1.8655 0.1787 -0.6042 0.2567 0.13
C -2.3234 -0.3540 -2.0017 0.6796 2.2364 -2.9359 -0.73
H -0.5566 1.7441 -0.1994 0.2683 -1.1336 -0.4129 0.23
H 1.0500 1.5346 -0.7404 0.4677 -1.1055 -0.1763 0.25
H -0.1125 2.3189 -1.6767 -0.0431 -0.5518 -0.8782 0.22
H -2.8224 -1.2984 -1.8139 0.5899 -0.0577 0.5962 0.24
H -2.5139 -0.0747 -3.0983 0.2790 -0.9688 1.1971 0.22
H -2.7915 0.5227 -1.6025 -0.3709 0.1106 1.1970 0.23
```
Positions in Å, forces in eV/Å.

Output
HOMO energy: -0.3215 Ha
Max |F|: 3.753 eV/A
Frontier orbital gap: 9.503 eV
Structure (SMILES): CC(N)=O.CSC
Relative energy (zero: lowest compared OMol25 entry of this formula, charge and spin): 35.2 kcal per mole

This record from the OMol25 dataset describes C4H11NOS in the gas phase. The level of theory is the ωB97M-V functional and the def2-TZVPD basis.

```
18
Properties=species:S:1:pos:R:3:forces:R:3:nbo_charge:R:1
C -0.7743 1.8718 -1.2249 -1.6281 -1.4061 0.5259 -0.42
N -1.1107 0.6671 -0.3927 0.8416 -0.5936 0.6160 -0.68
C 0.0242 0.0533 0.3290 -4.1487 -3.3346 -1.1502 -0.11
C -0.5765 -0.8493 1.4830 1.3687 -1.6651 -0.3743 -0.08
O 0.4479 -1.3514 2.3759 -0.2645 0.4289 -0.7256 -0.72
C 0.6523 -0.8399 -0.7579 2.3460 1.2620 -0.9916 -0.49
S 2.3074 -1.5707 -0.2936 -0.8321 -0.7141 0.3558 -0.08
H -1.6933 2.2005 -1.7119 -0.0688 -0.1293 -0.1113 0.21
H -0.1030 1.5250 -2.0874 -0.4431 1.0223 1.6129 0.20
H -0.5277 2.7303 -0.5626 0.8429 -0.4933 -0.7498 0.19
H -1.9451 0.3240 0.1066 0.0046 1.7659 -1.2555 0.40
H 0.5069 0.7634 0.8976 2.3292 1.6615 0.5071 0.20
H -1.1952 -1.7213 1.2219 0.6102 -0.1190 -1.1265 0.17
H -1.2711 -0.4171 2.1175 -1.2419 2.2483 1.0791 0.17
H 1.2630 -0.9556 2.0571 0.3952 -0.2501 0.1523 0.47
H 0.0032 -1.6732 -1.1232 0.3448 0.9865 0.6037 0.24
H 0.9686 -0.1613 -1.6466 -0.9766 -1.3223 1.3564 0.22
H 3.0234 -0.5955 -0.7878 0.5204 0.6521 -0.3243 0.11
```
Positions in Å, forces in eV/Å.

Output
HOMO energy: -0.3208 Ha
Max |F|: 5.446 eV/A
Frontier orbital gap: 9.482 eV
Structure (SMILES): CN[C@@H](CO)CS
Relative energy (zero: lowest compared OMol25 entry of this formula, charge and spin): 67.0 kcal per mole

Calculated energy in order - -629.918142 -687.153305 -687.102508 a.u.